[1]
90
Properties=species:S:1:pos:R:3:forces:R:3 method="wB97M-V/def2-TZVPD" total_charge=+1 multiplicity=2 e_above_lowest_kcal_mol=0.00 s_squared=0.757 orbital_gap_ev="5.8 / 6.0"
Re 0.6650 0.0995 0.8003 -0.325 -0.017 -0.390
Te 4.6696 2.0057 1.2533 0.078 0.020 0.008
Se -3.0728 -1.3413 0.0985 0.043 0.038 -0.017
Se -0.7364 1.4756 -0.7231 -0.071 0.032 0.225
P -2.6102 0.2877 -1.1600 -0.090 0.010 -0.042
P 3.2876 1.4691 -0.5193 -0.025 -0.007 -0.043
O 2.2651 0.2896 -0.2967 -0.020 0.017 0.187
O -0.6588 -0.1646 2.1182 0.403 -0.287 0.175
O 2.2843 2.6172 -0.9807 0.061 0.003 0.005
O 3.6755 -5.1386 4.2616 -0.020 0.002 0.002
O 4.1006 1.0211 -1.8006 -0.013 0.031 -0.001
O 1.6338 -6.6073 -1.1380 0.001 0.027 0.033
O 0.9899 1.8844 1.7726 0.057 0.053 -0.104
N 1.9331 -1.1016 2.0631 -0.153 -0.072 0.054
N 0.5494 -1.8199 -0.0862 0.119 0.101 0.055
C -3.9147 1.5592 -1.1782 0.052 -0.003 -0.016
C 1.2369 -4.0964 0.0640 -0.015 0.005 0.027
C 3.1443 -2.8720 3.8007 0.014 0.007 0.012
C -4.6840 3.7971 -1.6185 0.016 0.005 -0.003
C 1.1865 -2.8130 0.5723 -0.031 -0.061 -0.019
C -2.4777 -0.2282 -2.9090 0.010 -0.009 -0.020
C -1.5662 0.3407 -3.7942 -0.037 0.017 -0.013
C -1.5357 -0.0677 -5.1214 0.020 0.010 0.014
C 3.7943 -3.8262 4.7608 0.008 -0.001 0.004
C -3.3602 -1.2066 -3.3659 0.018 -0.028 0.002
C -2.1916 0.0017 3.8598 -0.047 0.001 0.010
C 2.3572 0.7953 -3.5464 0.009 0.004 -0.006
C 0.0044 -2.0838 -1.2792 -0.029 0.021 0.028
C -2.4168 -1.0385 -5.5720 -0.015 -0.007 0.006
C 1.8771 -2.4243 1.8225 0.024 0.018 0.055
C 0.6475 -5.7818 -1.7131 0.002 -0.019 0.000
C -6.2545 2.0894 -0.9948 -0.005 0.027 -0.003
C -1.1611 0.5730 3.1164 -0.095 0.175 -0.147
C -1.3083 2.5603 4.4829 -0.005 0.013 0.010
C -0.7056 1.8737 3.4147 0.024 -0.061 0.011
C -3.3313 -1.6053 -4.6929 0.018 0.004 -0.007
C 0.0325 -3.3390 -1.8463 -0.007 -0.032 0.015
C -2.3258 1.9929 5.2125 -0.006 0.018 0.010
C -5.2224 1.1675 -0.9074 0.003 -0.002 0.051
C 2.4643 -3.3337 2.6822 0.025 -0.008 -0.034
C -2.7684 0.7079 4.8937 0.026 -0.018 -0.039
C 0.6414 -4.3784 -1.1590 -0.018 0.002 -0.012
C 1.5291 4.8093 -1.5243 0.003 -0.011 0.004
C 0.4025 2.4784 2.6939 -0.073 -0.007 0.043
C 0.9247 3.8326 3.0522 0.036 -0.006 0.006
C 2.7471 3.9510 -1.2893 -0.012 -0.012 0.010
C 2.5972 -0.6494 3.1312 0.034 0.043 -0.055
C 3.2185 -1.5013 4.0171 -0.007 -0.033 -0.005
C -5.9874 3.4038 -1.3495 0.004 -0.024 0.005
C -3.6489 2.8787 -1.5363 0.004 -0.015 -0.068
C 3.5442 0.1783 -2.8390 -0.007 -0.006 -0.009
H -0.4439 -1.2512 -1.7969 0.018 -0.001 -0.009
H 3.7562 -1.0943 4.8631 0.001 0.008 -0.003
H -0.3153 -6.2402 -1.4753 -0.005 -0.001 -0.013
H 3.3049 -3.7203 5.7358 0.000 0.006 0.002
H -4.0225 -2.3617 -5.0409 -0.003 0.002 0.000
H -2.3943 -1.3520 -6.6076 0.000 -0.001 0.001
H -0.9663 3.5545 4.7341 0.000 -0.002 0.003
H -0.8233 0.3795 -5.8028 -0.005 -0.002 -0.001
H 1.7509 -4.8863 0.5905 -0.003 0.003 0.007
H 2.6437 0.4254 3.2410 -0.013 0.002 0.015
H -5.4256 0.1458 -0.6128 0.009 -0.004 -0.003
H 2.0478 0.1359 -4.3599 0.010 -0.002 0.001
H 0.1277 4.5753 3.0089 -0.001 0.001 -0.018
H 4.8430 -3.5331 4.8827 0.003 -0.005 0.000
H -0.8759 1.1015 -3.4528 -0.006 0.006 0.004
H 2.4848 -6.4276 -1.5505 -0.006 -0.020 -0.023
H -2.7812 2.5392 6.0262 0.003 0.004 -0.002
H 1.5112 0.9278 -2.8708 0.008 0.002 0.003
H 0.7235 -5.7467 -2.8035 0.012 0.010 -0.002
H 1.8355 5.8285 -1.7595 -0.003 0.001 -0.002
H -0.4260 -3.4905 -2.8150 -0.004 0.011 0.001
H -3.5745 0.2607 5.4602 0.000 -0.004 -0.004
H 3.3818 3.9002 -2.1761 0.008 0.008 0.004
H -7.2689 1.7788 -0.7822 0.001 0.002 0.002
H -6.7935 4.1227 -1.4142 -0.001 -0.002 -0.001
H 2.6203 1.7632 -3.9750 -0.009 0.004 0.012
H 4.3746 0.0238 -3.5240 0.001 -0.009 -0.003
H -4.0564 -1.6637 -2.6736 -0.001 0.007 0.001
H 1.3206 3.8281 4.0694 -0.015 0.005 0.004
H 0.9382 4.4226 -2.3550 -0.002 0.005 0.002
H -2.6372 3.1970 -1.7526 -0.005 0.007 0.000
H 1.7221 4.0937 2.3615 0.007 -0.006 0.003
H 4.0206 -5.7598 4.9093 0.011 0.001 -0.002
H 0.8996 4.8312 -0.6339 -0.001 0.003 -0.005
H 3.2798 -0.7803 -2.3901 0.002 0.001 0.009
H -4.4704 4.8212 -1.8947 -0.005 0.001 0.002
H -2.5302 -0.9863 3.5805 0.002 -0.002 0.004
H 3.3472 4.3118 -0.4516 0.004 0.001 -0.004
H 2.4064 -4.3959 2.5047 0.001 0.002 -0.005



[2]
14
Properties=species:S:1:pos:R:3:forces:R:3 method="wB97M-V/def2-TZVPD" total_charge=-1 multiplicity=1 e_above_lowest_kcal_mol=133.72 orbital_gap_ev="5.5 / 5.0"
Tl -2.5541 -0.2966 0.5783 -1.282 0.404 -0.786
S -2.6412 1.5019 3.6604 -0.272 1.171 -2.861
S 0.7672 -0.1917 -0.6621 0.690 -3.058 4.623
S -0.0517 -0.1559 2.4849 -1.067 0.713 -0.053
Mg -0.4326 2.1440 0.5461 0.214 -1.767 0.974
F 2.9540 -0.4487 -2.1002 0.448 0.006 -0.332
F 1.1100 -0.1287 -3.2052 0.189 -0.090 -0.719
F 1.5520 -2.0758 -2.3436 0.104 -0.260 -0.337
O -1.2240 -1.1191 2.0555 1.140 -0.494 1.213
O -2.9059 2.0395 2.0534 1.454 -0.947 2.008
O 1.3541 -0.9798 0.5831 -0.685 1.604 -4.173
O -0.5841 -0.8020 -0.9243 0.942 1.108 -0.497
N 0.9872 1.2783 -0.5480 -1.243 1.199 -0.468
C 1.6689 -0.7655 -2.1784 -0.633 0.411 1.407



[3]
33
Properties=species:S:1:pos:R:3:forces:R:3 method="wB97M-V/def2-TZVPD" total_charge=+2 multiplicity=1 e_above_lowest_kcal_mol=11.85 orbital_gap_ev=8.7
V -0.1367 0.0293 0.1051 -2.160 -1.164 0.459
F 3.6229 -1.3568 -2.1228 0.034 0.130 -0.025
F 2.3543 0.2954 -1.4803 0.147 0.345 0.054
F -0.4496 -2.3012 -2.7701 -0.078 -0.214 -0.065
F 0.1032 -0.2417 -2.5003 -0.151 0.163 0.006
F 1.3127 -1.5431 -3.7684 0.110 0.021 -0.136
F 3.1347 -1.0849 -0.0255 0.242 -0.043 0.087
O -0.5578 1.6951 -0.3831 -0.382 2.534 -0.832
O 0.1505 0.1182 1.7138 0.224 0.015 1.212
O 0.8768 0.7734 3.7725 0.480 -0.307 0.111
O -0.7411 3.8985 -0.5916 0.005 0.284 -0.268
O 0.5662 -1.3688 -0.3505 1.951 -2.024 -0.919
O -1.9797 1.7084 1.9045 0.086 -0.174 0.149
C 0.0043 0.7726 3.0117 -0.410 0.619 0.103
C -1.3548 1.4324 3.1528 -0.196 0.095 -0.452
C -0.9749 2.8292 0.0374 0.216 -0.744 0.172
C 1.4260 -1.8702 -1.4110 -0.133 0.312 -0.205
C 2.6930 -0.9973 -1.2729 -0.139 -0.112 0.025
C -2.0012 -0.8538 0.1280 0.455 0.504 0.014
C 0.6094 -1.5178 -2.6719 -0.074 0.052 0.111
C 1.7710 -3.3234 -1.2944 -0.309 -0.237 0.243
C -1.7795 2.9525 1.3092 0.103 0.037 0.001
H -2.0042 0.7444 3.6895 -0.069 -0.064 0.074
H -0.2439 3.7998 -1.4318 -0.043 -0.025 0.095
H -1.2826 3.6883 1.9508 0.020 0.032 0.006
H 2.2425 -3.5151 -0.3325 0.064 -0.012 -0.022
H -1.2173 2.3233 3.7636 0.008 0.065 0.041
H -2.1421 -1.0810 -0.9299 0.035 -0.002 -0.050
H 2.4688 -3.5726 -2.0930 -0.002 -0.047 -0.017
H 0.8803 -3.9394 -1.3872 0.001 -0.045 -0.024
H -2.7420 3.3836 1.0169 -0.066 0.054 0.008
H -2.7081 -0.1332 0.5222 0.005 0.036 0.023
H -1.9010 -1.7442 0.7390 0.024 -0.083 0.020



[4]
47
Properties=species:S:1:pos:R:3:forces:R:3 method="wB97M-V/def2-TZVPD" multiplicity=1 e_above_lowest_kcal_mol=55.55 smiles="COCCCn1c(SCC(=O)Nc2nnc(C)s2)nnc1-c1ccoc1C" orbital_gap_ev=8.6
S 4.5891 0.8846 -1.3297 -0.008 -0.411 0.833
S 0.4172 -2.1563 1.8814 0.094 -0.397 0.196
O -3.1368 -3.1622 -1.1661 -0.121 -0.047 0.316
O 0.9960 -2.4066 -1.0602 -0.025 -0.138 -0.090
O -3.2930 3.8731 -0.2881 0.101 0.402 -0.093
N 0.7645 0.1741 0.5655 0.245 -0.606 0.680
N 4.3751 -0.5953 0.7488 -1.043 -1.087 -0.248
N 2.8347 -1.1481 -0.9707 -0.069 -0.210 -0.835
N 0.0341 1.2050 0.1184 -0.524 0.711 -0.547
N -1.3270 -0.1667 1.1565 0.793 0.371 -0.269
N 5.3584 0.2531 1.0183 1.127 0.822 0.653
C 3.8437 -0.4239 -0.4128 0.708 0.870 -0.246
C 6.6817 2.1175 0.1468 0.125 0.183 -0.078
C -2.1153 3.2987 0.0115 0.588 -0.872 0.329
C -2.7176 -3.3391 -2.4950 0.065 0.026 -0.099
C -3.6616 1.6882 -0.1049 -0.295 0.481 -0.151
C 1.8851 -1.9532 -0.3799 0.172 -0.163 -0.156
C -0.0504 -0.6400 1.1822 0.072 0.126 0.077
C -0.9113 4.1527 0.1492 -0.268 0.106 -0.003
C -1.2163 1.0118 0.4565 0.344 -0.111 0.038
C -2.5527 -2.0347 -0.5565 0.042 0.057 0.124
C 5.6257 1.0868 0.0865 -0.375 0.015 -0.744
C 2.0522 -2.2442 1.0906 -0.496 0.264 0.397
C -4.2167 2.8985 -0.3637 -0.291 -0.828 0.080
C -2.4850 -0.8248 1.6996 -0.503 -0.430 0.120
C -2.8290 -2.1178 0.9445 0.052 0.047 -0.314
C -2.2786 1.9382 0.1498 -0.209 0.907 -0.068
H 7.1961 2.0412 1.1006 0.011 -0.004 0.024
H 7.3946 1.9769 -0.6644 0.092 0.048 0.004
H -1.6276 -3.4423 -2.5524 -0.035 -0.007 -0.026
H -3.3106 -0.1135 1.6603 0.129 -0.085 0.103
H -2.2505 -2.9500 1.3453 -0.086 -0.023 -0.007
H -3.8854 -2.3451 1.0894 -0.029 -0.016 0.061
H -0.7400 4.7075 -0.7716 0.079 0.048 -0.069
H -2.2839 -1.0637 2.7492 -0.117 0.146 -0.073
H 6.2460 3.1106 0.0472 0.057 0.082 0.025
H -1.4698 -2.0315 -0.7493 -0.104 0.060 0.047
H -1.0442 4.8724 0.9564 0.011 0.074 0.045
H -2.9767 -1.1124 -0.9886 0.049 -0.037 0.022
H -4.1682 0.7457 -0.1337 -0.157 -0.159 -0.018
H 2.6108 -0.9163 -1.9323 -0.066 -0.166 0.226
H -5.2195 3.1873 -0.6070 -0.099 0.135 -0.046
H -3.1932 -4.2501 -2.8521 0.037 0.023 -0.088
H -3.0250 -2.4943 -3.1252 0.007 -0.040 -0.009
H 2.7338 -1.5438 1.5692 -0.121 -0.259 -0.085
H -0.0526 3.5192 0.3481 0.005 0.061 -0.011
H 2.4000 -3.2676 1.2321 0.034 0.028 -0.027